Entry from the Open Molecules 2025 dataset: a structure of composition C44H107AsF6N5O21 at a distorted geometry (ωB97M-V with the def2-TZVPD basis set).

```
184
C44H107AsF6N5O21 (ωB97M-V with the def2-TZVPD basis set)
As 0.09 1.56 0.18
F -1.53 2.19 0.22
F 0.42 2.32 1.70
F 1.71 0.96 0.20
F 0.64 3.01 -0.60
F -0.48 0.14 0.98
F -0.21 0.87 -1.38
O -5.87 -2.70 0.83
O 3.98 4.40 2.57
O 0.94 2.82 -4.68
O 6.78 1.31 -3.64
O 5.13 -0.15 -3.20
O 0.57 -5.23 6.91
O 5.42 0.47 -8.50
O 1.06 -2.19 -3.46
O -7.31 0.60 -7.21
O -3.70 -2.83 1.44
O -4.13 0.52 -3.49
O -2.63 6.37 -0.29
O -1.35 5.62 4.15
O 1.71 2.42 8.29
O -4.65 -0.93 0.68
O 1.27 2.18 6.20
O 5.21 -4.18 -2.97
O 3.37 1.75 6.91
O 1.47 -2.51 2.90
O -3.97 -0.16 4.27
O 5.15 1.82 -2.21
N -0.32 -3.52 4.92
N -6.65 -0.45 -4.61
N 2.81 -3.47 -1.63
N -2.74 3.29 4.52
N 2.49 1.60 -6.56
C 3.77 1.78 -7.24
C -0.65 -3.36 3.51
C -0.54 6.74 4.28
C 2.23 2.08 7.11
C -0.05 -2.41 -4.30
C -7.27 -0.79 -7.00
C 0.73 -2.32 -2.10
C -3.12 0.90 4.67
C 2.64 1.21 -5.16
C 1.98 -2.33 -1.27
C 6.67 0.87 -7.98
C 1.06 -5.57 8.17
C 2.62 2.52 9.38
C -3.49 -0.18 1.04
C -7.58 -1.07 -5.54
C -6.02 -4.07 1.16
C 5.72 -5.28 -3.68
C 1.33 1.49 -4.43
C -6.94 0.96 -8.51
C -0.77 -4.79 6.95
C -3.49 -1.40 4.72
C -4.66 -0.76 -3.18
C 2.95 4.10 1.63
C 1.57 1.70 4.89
C 4.40 0.43 -7.54
C -4.64 -2.20 1.03
C -1.66 5.39 0.06
C 2.29 -1.43 2.58
C -0.62 4.42 4.11
C -1.22 -4.46 5.55
C 3.33 3.86 9.41
C 5.77 1.01 -3.05
C 5.74 -1.12 -4.04
C 5.01 -4.48 -1.61
C 4.12 -3.43 -0.99
C -0.38 3.06 -4.26
C -1.53 3.32 3.69
C -3.07 0.86 -2.63
C 0.08 -2.20 2.90
C 4.61 0.49 -0.24
C -5.43 -1.24 -4.40
C 4.07 1.33 -1.38
C -7.45 -4.47 0.87
C -3.62 2.20 4.09
H -0.94 5.25 -0.75
H 1.76 2.53 4.21
H 1.28 -4.67 8.76
H -1.10 2.41 -4.78
H -0.22 4.17 5.11
H -5.22 -0.74 -2.24
H 2.50 -1.37 -1.39
H 0.62 -3.90 4.96
H -3.40 0.87 -1.59
H -6.36 0.43 -5.03
H 1.95 4.41 1.91
H 3.33 -1.75 2.67
H -5.72 -2.29 -4.30
H 0.15 6.89 3.44
H 2.98 -3.40 -2.63
H 4.53 -5.45 -1.47
H -2.48 -1.60 4.36
H 6.01 -0.72 -5.02
H -1.34 -5.40 4.98
H -6.94 2.05 -8.58
H -5.77 -4.20 2.22
H 1.98 -6.14 8.04
H 4.59 -2.44 -1.16
H 7.04 0.12 -7.26
H 3.47 1.73 -4.65
H 6.29 -4.90 -4.53
H -8.13 -3.74 1.30
H 3.52 2.21 -1.08
H 3.68 5.08 3.17
H -0.40 -4.25 2.92
H -2.22 0.17 -2.73
H 2.44 1.05 4.87
H -3.81 -1.46 -3.06
H 4.98 1.13 0.57
H 6.58 1.81 -7.42
H 0.29 -2.27 -5.32
H 2.96 3.03 1.45
H -1.72 -3.19 3.38
H -4.62 2.43 4.47
H 2.01 2.43 10.28
H -2.11 4.46 0.38
H 3.63 -0.27 -7.85
H -0.85 -3.89 7.58
H -3.15 0.99 5.77
H -8.61 -0.77 -5.35
H -0.43 -3.43 -4.19
H -5.92 0.62 -8.75
H -7.69 -5.40 1.40
H -4.21 -2.15 4.37
H -0.10 -1.24 3.41
H -3.21 4.17 4.33
H 2.04 -1.09 1.57
H -2.65 -0.39 0.39
H -1.07 5.79 0.90
H 2.25 -0.54 3.24
H -3.75 0.87 0.95
H 0.12 6.70 5.17
H -2.09 0.68 4.37
H -6.28 -1.19 -7.27
H 6.43 -5.87 -3.08
H 2.61 4.68 9.42
H 2.03 2.51 -6.53
H 0.04 -1.54 -1.73
H 5.99 -4.52 -1.11
H 0.23 -3.28 -1.90
H -0.60 4.11 -4.47
H 0.33 -6.15 8.74
H -3.48 -1.43 5.82
H 3.90 3.88 10.35
H 3.58 2.31 -8.18
H 5.38 -0.20 -0.58
H -0.49 2.86 -3.19
H -0.24 -2.05 1.86
H -3.67 2.11 3.00
H 3.14 4.59 0.67
H -7.63 0.57 -9.26
H -1.02 2.36 3.76
H 4.90 -5.88 -4.08
H 0.71 1.13 4.53
H 4.04 3.94 8.59
H -3.12 6.07 -1.06
H 4.47 2.42 -6.67
H -5.30 -4.72 0.66
H 2.83 0.14 -5.08
H -7.97 -1.31 -7.68
H 6.65 -1.51 -3.57
H -7.63 -4.62 -0.19
H -7.58 -2.16 -5.42
H -1.41 -5.55 7.43
H 0.59 0.75 -4.76
H 7.37 0.99 -8.80
H -1.15 7.64 4.39
H -2.67 1.84 -2.89
H -4.70 -1.17 -5.22
H -2.21 -4.00 5.61
H 0.24 4.50 3.43
H 4.76 0.01 -6.58
H 3.81 -0.11 0.20
H 3.39 0.71 -1.97
H 1.72 -2.43 -0.21
H 5.03 -1.93 -4.16
H -3.16 -0.34 2.07
H 3.32 1.68 9.37
H -0.85 -1.69 -4.09
H -1.78 3.44 2.62
H 4.05 -3.60 0.09
H 1.48 1.35 -3.35
```

Values from the calculation:
HOMO level (eV): -6.949
Relative energy (zero: lowest compared OMol25 entry of this formula, charge and spin) (eV): 0.0000
Orbital gap (hartree): 0.3353
Molecular weight (Da): 1231.3
Lowest unoccupied orbital energy (eV): 2.17
Total charge: -1

These are the Mulliken partial charges, in e, on atoms 1 to 99: As 2.72; F -0.64; F -0.75; F -0.38; F -0.59; F -0.25; F -0.38; O -0.33; O -0.59; O -0.45; O -0.64; O 0.10; O -0.29; O -0.45; O -0.11; O -0.32; O -0.57; O -0.45; O -0.60; O -0.39; O -0.37; O -0.41; O -0.28; O -0.14; O -0.59; O -0.52; O -0.38; O -0.46; N -0.16; N -0.28; N -0.47; N -0.49; N -0.37; C -0.52; C -1.37; C -0.80; C 0.69; C -0.77; C -0.48; C -0.67; C 0.10; C -0.36; C 0.98; C -0.60; C -0.75; C -0.21; C -0.19; C -0.80; C -0.16; C -0.90; C 0.11; C -0.74; C -0.64; C -0.37; C -0.10; C 0.40; C -0.81; C 0.17; C 0.70; C 0.05; C 0.38; C 0.00; C -0.50; C -1.11; C 0.45; C -0.43; C -0.95; C 0.24; C -0.50; C 0.76; C -0.30; C 1.05; C -0.73; C -0.89; C 0.71; C -1.25; C -0.41; H 0.27; H 0.27; H 0.30; H 0.34; H 0.41; H 0.28; H -0.75; H 0.28; H 0.20; H 0.29; H -0.26; H 0.45; H 0.46; H 0.25; H 0.36; H 0.46; H -0.03; H -0.14; H 0.34; H 0.25; H 0.26; H 0.23

Entry from the Open Molecules 2025 dataset: a cluster of 5 separate species, C33H63N2O14 in total at a distorted geometry (ωB97M-V with the def2-TZVPD basis set).

```
112
C33H63N2O14 (ωB97M-V with the def2-TZVPD basis set)
O 1.02 -2.12 -0.22
O 8.47 -1.83 -0.66
O -2.50 0.96 -3.90
O -2.14 3.55 6.66
O -6.84 -2.75 -0.83
O -0.92 2.39 8.17
O 2.29 1.10 -6.29
O -1.53 1.95 -5.70
O 9.12 -1.00 -2.67
O 2.86 3.15 -5.51
O 4.44 1.83 -6.18
O -2.55 1.38 7.16
O -0.85 2.50 -3.72
O 7.05 -0.66 -1.80
N -7.95 -0.02 4.15
N -1.44 -1.41 2.54
C 4.89 0.60 -6.76
C -1.70 1.72 -4.40
C -3.75 -1.40 1.60
C -0.59 -1.38 3.76
C -0.86 4.50 9.37
C 8.30 -1.16 -1.80
C -4.12 -1.67 -1.00
C 3.12 1.94 -6.02
C -5.87 -3.66 -1.39
C -3.77 1.86 -6.64
C 0.68 -1.72 1.10
C 10.77 -1.35 -0.02
C -5.32 -1.36 1.66
C -0.13 3.55 8.44
C -0.98 2.43 -2.30
C 1.47 3.42 -5.35
C -7.42 -0.64 2.91
C 3.51 -2.02 -0.07
C 4.71 0.60 -8.26
C -1.70 -1.64 0.08
C 0.40 -0.15 3.84
C -4.37 -3.22 -1.22
C -3.15 -1.56 0.24
C -3.67 1.43 6.28
C -2.40 1.22 -6.58
C 2.18 -1.43 -0.70
C -0.88 -1.57 1.29
C -1.89 2.54 7.27
C -5.94 -1.21 3.09
C -2.82 -1.33 2.72
C 1.72 -0.64 4.58
C 9.78 -2.40 -0.47
C 6.76 0.17 -2.92
H -8.57 -0.73 4.56
H -8.61 0.69 3.83
H -0.15 2.98 -1.86
H 1.51 -1.53 5.25
H -5.70 -2.31 1.22
H 3.65 0.64 -8.53
H 10.11 -2.90 -1.38
H -5.33 -0.58 3.79
H -7.41 -3.28 -0.26
H 0.99 2.63 -4.78
H -3.40 1.82 5.30
H 3.51 -1.98 1.05
H 6.98 -0.35 -3.86
H -2.46 0.17 -6.28
H 5.18 1.48 -8.70
H 0.99 -2.56 1.79
H 0.78 3.20 8.92
H 9.67 -3.17 0.30
H -4.28 1.80 -5.67
H 0.99 3.54 -6.32
H 5.14 -0.30 -8.70
H 0.16 4.05 7.51
H 5.95 0.51 -6.52
H -6.08 -2.24 3.52
H 4.43 -1.48 -0.44
H 11.73 -1.81 0.22
H -3.69 2.92 -6.89
H -1.94 1.25 -7.56
H -4.40 1.36 -7.38
H -0.02 0.66 4.50
H -1.26 -1.42 4.65
H -1.28 -1.78 -0.94
H 4.38 -0.25 -6.29
H 2.13 0.15 5.26
H -4.47 2.04 6.73
H 2.25 -1.65 -1.80
H -7.38 0.14 2.10
H -8.08 -1.46 2.54
H -1.92 2.90 -1.99
H 1.37 4.35 -4.80
H 0.61 0.34 2.86
H -0.94 1.39 -1.96
H -5.99 -4.63 -0.82
H 10.92 -0.60 -0.79
H 0.05 -2.31 3.82
H -5.68 -0.53 0.98
H -6.15 -3.92 -2.45
H -0.22 5.34 9.65
H 7.31 1.10 -2.86
H -4.04 0.42 6.15
H 2.47 -0.99 3.83
H -3.53 -1.27 -1.87
H 2.13 -0.31 -0.62
H -5.03 -1.04 -0.89
H -3.84 -3.51 -2.17
H 1.26 -0.81 1.40
H -3.17 -1.21 3.76
H 5.69 0.39 -2.90
H -1.18 3.98 10.28
H 10.40 -0.83 0.87
H -3.89 -3.81 -0.40
H -1.76 4.90 8.90
H 3.63 -3.09 -0.41
```

Values from the calculation:
HOMO level (eV): -11.970
Relative energy (zero: lowest compared OMol25 entry of this formula, charge and spin) (eV): 1.7507
Orbital gap (hartree): 0.3165
Molecular weight (Da): 711.9
Lowest unoccupied orbital energy (eV): -3.36
Total charge: +1

These are the Mulliken partial charges, in e, on atoms 1 to 99: O -0.42; O -0.35; O -0.58; O -0.55; O -0.52; O -0.36; O -0.57; O -0.30; O -0.55; O -0.36; O -0.37; O -0.35; O -0.30; O -0.25; N -0.64; N 0.20; C -0.04; C 0.75; C 0.23; C -1.21; C -1.12; C 0.70; C -0.80; C 0.76; C -0.57; C -1.11; C -0.74; C -1.10; C -0.11; C -0.16; C -0.68; C -0.50; C -0.62; C -0.75; C -1.24; C -0.85; C -0.14; C -0.64; C 0.35; C -0.67; C -0.23; C -0.26; C 0.58; C 0.76; C -0.13; C -0.28; C -1.03; C -0.18; C -0.69; H 0.27; H 0.26; H 0.29; H 0.32; H 0.09; H 0.33; H 0.31; H -0.16; H 0.31; H 0.22; H 0.29; H 0.17; H 0.35; H 0.30; H 0.32; H 0.25; H 0.30; H 0.28; H 0.29; H 0.29; H 0.36; H 0.31; H 0.24; H 0.28; H 0.23; H 0.36; H 0.30; H 0.34; H 0.38; H 0.21; H 0.43; H 0.58; H 0.32; H 0.36; H 0.40; H 0.36; H 0.37; H 0.30; H 0.28; H 0.29; H 0.43; H 0.23; H 0.31; H 0.31; H 0.43; H 0.40; H 0.31; H 0.36; H 0.33; H 0.17

Entry from the Open Molecules 2025 dataset: a structure of composition C26H42BaClN6O8P at a distorted geometry (ωB97M-V with the def2-TZVPD basis set).

```
85
C26H42BaClN6O8P (ωB97M-V with the def2-TZVPD basis set)
Ba 1.85 11.44 15.71
Cl 3.59 19.70 19.01
P 1.27 9.31 12.38
O 2.81 14.12 20.41
O 3.81 13.69 15.11
O -2.47 13.35 15.32
O 1.68 9.87 13.72
O 4.09 15.87 14.63
O 1.92 11.39 19.65
O -0.79 12.01 16.07
O 3.30 12.03 17.93
N -0.51 9.82 17.54
N 0.99 14.03 14.63
N 2.74 8.81 11.70
N 0.38 7.91 12.32
N 2.99 8.85 16.95
N 0.30 10.38 11.56
C 3.13 17.67 20.74
C 0.43 11.85 11.74
C 1.97 15.96 22.15
C 3.64 12.94 20.16
C 2.94 16.32 20.98
C -1.31 13.04 15.53
C 2.80 8.08 10.43
C -1.01 8.00 12.74
C 3.29 15.36 20.05
C 3.69 18.07 19.55
C 3.35 14.80 14.80
C 2.72 8.34 18.33
C 3.92 9.64 11.95
C 1.04 6.62 12.66
C 0.32 7.47 17.78
C -0.37 10.16 10.24
C 1.37 16.33 14.44
C 1.66 7.23 18.47
C -0.02 16.58 14.63
C -0.87 15.51 14.85
C 1.88 15.07 14.62
C -0.64 8.55 18.27
C -0.29 14.23 14.93
C 4.01 15.74 18.90
C 2.90 12.04 19.16
C 4.30 17.08 18.73
H -1.61 7.72 11.89
H 1.83 7.59 10.13
H -0.24 9.17 9.81
H 1.56 14.97 22.02
H 5.05 15.76 14.80
H 0.85 12.29 10.82
H 4.15 10.31 11.15
H 4.74 8.97 12.24
H 2.71 18.40 21.38
H 1.58 7.07 19.56
H 2.32 9.18 18.89
H -1.66 8.15 18.09
H 2.44 15.96 23.16
H 4.32 15.05 18.13
H -1.47 10.36 10.38
H -1.34 9.98 16.95
H 3.69 8.04 18.81
H -1.93 15.58 15.09
H 4.00 9.10 16.97
H 4.98 17.43 17.90
H 3.18 8.77 9.65
H 1.03 12.15 12.60
H -1.24 7.22 13.47
H 0.59 5.76 12.16
H 4.64 13.14 19.72
H -0.18 6.51 17.85
H 1.05 6.45 13.75
H -0.60 12.26 11.79
H 1.19 16.71 22.22
H -0.03 10.95 9.55
H -0.40 10.68 18.12
H 2.96 8.11 16.23
H 0.55 7.55 16.70
H 3.50 7.20 10.58
H -0.40 8.67 19.35
H -1.25 9.02 13.05
H 2.06 17.11 14.18
H -0.34 17.60 14.52
H 3.67 12.31 21.07
H 3.78 10.26 12.84
H 2.11 6.28 18.06
H 2.06 6.57 12.32
```

Values from the calculation:
HOMO level (eV): -7.784
Relative energy (zero: lowest compared OMol25 entry of this formula, charge and spin) (eV): 0.1236
Orbital gap (hartree): 0.2744
Molecular weight (Da): 770.4
Lowest unoccupied orbital energy (eV): -0.32

Formally, the Mulliken partial charges of the atoms, in units of the elementary charge, are as follows: Ba 1.39; Cl -0.24; P -0.02; O -0.36; O -0.54; O -0.70; O -0.01; O -0.44; O -0.71; O -0.51; O -0.74; N -0.14; N 0.00; N 0.29; N 0.12; N -0.16; N 0.40; C -0.59; C -0.94; C -1.38; C -0.68; C 0.70; C 0.21; C -1.10; C -1.09; C 0.08; C 0.16; C 0.31; C -0.24; C -1.04; C -1.00; C -0.04; C -1.05; C -0.44; C -0.96; C -0.49; C -0.66; C 0.11; C -0.63; C 0.41; C -0.25; C 0.68; C -0.63; H 0.29; H 0.33; H 0.34; H 0.32; H 0.40; H 0.30; H 0.32; H 0.38; H 0.49; H 0.34; H -0.02; H 0.26; H 0.29; H 0.59; H 0.32; H 0.15; H 0.38; H 0.52; H 0.23; H 0.29; H 0.28; H 0.09; H 0.37; H 0.35; H 0.34; H 0.41; H 0.25; H 0.42; H 0.37; H 0.33; H 0.21; H 0.08; H -0.16; H 0.33; H 0.24; H 0.41; H 0.53; H 0.44; H 0.24; H 0.13; H 0.31; H 0.39

Entry from the Open Molecules 2025 dataset: a cluster of 2 separate species, C5H11PS in total at a distorted geometry (ωB97M-V with the def2-TZVPD basis set).

```
18
C5H11PS (ωB97M-V with the def2-TZVPD basis set)
S -1.11 -1.87 -1.83
P -2.03 -1.79 1.07
C 0.59 0.46 -0.05
C -0.21 1.25 0.81
C 1.64 -0.48 0.53
C 0.86 1.06 -1.43
C -1.12 -1.27 -0.37
H -0.36 0.67 1.72
H 1.63 1.76 -1.30
H -3.14 -2.65 0.45
H -1.25 1.43 0.33
H 1.50 -0.31 1.57
H -0.04 1.46 -1.87
H 1.36 0.35 -2.20
H 0.46 2.16 1.11
H -2.92 -0.64 1.03
H 2.62 -0.14 0.10
H 1.51 -1.46 0.34
```

Values from the calculation:
HOMO level (alpha / beta) (eV): -6.923 / -7.018
Relative energy (zero: lowest compared OMol25 entry of this formula, charge and spin) (eV): 4.6220
Orbital gap (alpha / beta) (hartree): 0.2541 / 0.2618
Molecular weight (Da): 134.2
Lowest unoccupied orbital energy (alpha / beta) (eV): -0.01 / 0.11

Formally, the Mulliken partial charges of the atoms, in units of the elementary charge, are as follows: S -0.22; P -0.16; C 1.13; C -1.29; C -1.25; C -1.60; C 0.03; H 0.38; H 0.51; H 0.05; H 0.30; H 0.39; H 0.36; H 0.33; H 0.33; H 0.05; H 0.33; H 0.34